{
  "formula": "C32H76Br8N4",
  "method": "ωB97M-V/def2-TZVPD",
  "homo_lumo_gap_ev": 8.118,
  "homo_ev": -7.70,
  "largest_force_ev_per_a": 3.87,
  "lumo_energy_ev": 0.42,
  "total_charge": 0,
  "smiles": "CCN(CC)CC.CCN(CC)CC.CCN(CC)CC.CCN(CC)CC.BrCCBr.BrCCBr.BrCCBr.BrCCBr",
  "species": ["C", "C", "N", "C", "C", "C", "C", "H", "H", "H", "H", "H", "H", "H", "H", "H", "H", "H", "H", "H", "H", "H", "C", "C", "N", "C", "C", "C", "C", "H", "H", "H", "H", "H", "H", "H", "H", "H", "H", "H", "H", "H", "H", "H", "C", "C", "N", "C", "C", "C", "C", "H", "H", "H", "H", "H", "H", "H", "H", "H", "H", "H", "H", "H", "H", "H", "C", "C", "N", "C", "C", "C", "C", "H", "H", "H", "H", "H", "H", "H", "H", "H", "H", "H", "H", "H", "H", "H", "Br", "C", "C", "Br", "H", "H", "H", "H", "Br", "C", "C", "Br", "H", "H", "H", "H", "Br", "C", "C", "Br", "H", "H", "H", "H", "Br", "C", "C", "Br", "H", "H", "H", "H"],
  "xyz": [[-4.119, 3.689, 1.094], [-4.601, 2.462, 1.927], [-5.920, 2.031, 1.406], [-7.020, 2.982, 1.512], [-7.154, 3.771, 2.816], [-5.878, 1.203, 0.233], [-5.101, -0.104, 0.570], [-3.254, 4.126, 1.546], [-4.896, 4.448, 0.868], [-3.843, 3.387, 0.067], [-3.900, 1.636, 1.599], [-4.651, 2.608, 3.040], [-6.807, 3.738, 0.731], [-7.909, 2.403, 1.192], [-8.106, 4.379, 2.725], [-7.263, 3.121, 3.682], [-6.305, 4.460, 2.952], [-5.438, 1.608, -0.642], [-6.892, 0.872, 0.011], [-4.009, -0.051, 0.617], [-5.420, -0.913, -0.156], [-5.418, -0.510, 1.554], [0.628, -0.731, -1.996], [1.590, -1.452, -1.105], [1.251, -2.861, -1.136], [1.710, -3.492, 0.110], [3.247, -3.497, 0.378], [1.778, -3.516, -2.372], [1.438, -5.004, -2.435], [0.821, -1.048, -3.056], [0.872, 0.323, -2.016], [-0.405, -0.835, -1.815], [2.610, -1.237, -1.408], [1.642, -1.099, -0.056], [1.223, -2.949, 0.885], [1.378, -4.505, 0.099], [3.691, -4.393, -0.079], [3.936, -2.696, -0.050], [3.475, -3.554, 1.422], [2.826, -3.418, -2.429], [1.385, -3.003, -3.248], [2.000, -5.440, -1.633], [1.865, -5.446, -3.344], [0.405, -5.285, -2.358], [4.124, 2.890, -2.471], [2.933, 2.724, -1.534], [2.568, 3.999, -0.849], [1.941, 4.961, -1.645], [0.756, 5.564, -0.926], [3.680, 4.564, -0.116], [4.174, 3.682, 1.006], [4.055, 2.207, -3.315], [5.089, 2.709, -2.009], [4.184, 3.884, -2.830], [2.051, 2.399, -2.170], [3.055, 1.908, -0.798], [2.618, 5.774, -2.001], [1.562, 4.518, -2.560], [0.117, 4.646, -0.759], [1.188, 6.053, -0.001], [0.217, 6.280, -1.537], [3.424, 5.518, 0.260], [4.479, 4.789, -0.795], [4.392, 2.680, 0.744], [3.439, 3.769, 1.819], [5.093, 4.155, 1.439], [-2.392, -3.813, -3.056], [-2.061, -3.643, -1.560], [-3.155, -3.925, -0.685], [-3.030, -5.401, -0.503], [-4.282, -5.922, 0.136], [-3.229, -3.132, 0.527], [-2.115, -3.366, 1.628], [-3.206, -4.511, -3.268], [-1.523, -4.068, -3.673], [-2.590, -2.877, -3.513], [-1.141, -4.186, -1.198], [-1.622, -2.598, -1.421], [-2.085, -5.656, 0.050], [-3.006, -5.882, -1.459], [-4.633, -5.404, 1.041], [-4.142, -6.966, 0.387], [-5.024, -5.969, -0.672], [-3.210, -2.183, 0.193], [-4.225, -3.269, 0.990], [-2.214, -2.533, 2.290], [-2.347, -4.273, 2.214], [-1.141, -3.332, 1.257], [6.651, 0.461, 0.001], [6.408, -1.441, -0.454], [6.723, -2.233, 0.869], [6.680, -4.173, 0.396], [7.147, -1.577, -1.226], [5.389, -1.623, -0.759], [5.981, -2.073, 1.647], [7.696, -2.115, 1.340], [5.215, 4.385, 4.475], [6.121, 2.824, 3.761], [6.427, 1.924, 4.987], [7.094, 0.155, 4.341], [7.008, 3.077, 3.255], [5.341, 2.409, 3.178], [5.593, 1.689, 5.609], [7.331, 2.217, 5.609], [-2.053, 1.666, -1.396], [-3.057, 0.194, -2.147], [-3.247, 0.157, -3.612], [-4.676, 1.277, -4.229], [-4.057, 0.287, -1.780], [-2.604, -0.733, -1.867], [-3.642, -0.835, -3.896], [-2.323, 0.392, -4.203], [-0.961, -0.095, 2.740], [-0.117, 1.568, 2.215], [1.262, 1.407, 1.584], [2.527, 0.559, 2.705], [-0.146, 2.259, 3.037], [-0.801, 1.890, 1.439], [1.681, 2.416, 1.277], [1.183, 0.712, 0.743]],
  "lowdin_charge": [-0.098, -0.200, -0.229, -0.268, -0.093, -0.246, -0.113, 0.054, 0.066, 0.017, 0.085, 0.123, 0.099, 0.118, 0.090, 0.068, 0.068, 0.079, 0.116, 0.031, 0.091, 0.090, -0.087, -0.273, -0.166, -0.226, -0.091, -0.219, -0.072, 0.092, 0.039, 0.012, 0.106, 0.098, 0.088, 0.092, 0.039, 0.050, 0.060, 0.092, 0.101, 0.052, 0.083, 0.054, -0.082, -0.217, -0.200, -0.343, -0.079, -0.262, -0.104, 0.075, 0.051, 0.058, 0.117, 0.094, 0.126, 0.114, 0.083, 0.089, 0.065, 0.104, 0.100, 0.021, 0.066, 0.071, -0.053, -0.287, -0.176, -0.263, -0.094, -0.215, -0.053, 0.077, 0.068, 0.025, 0.093, 0.102, 0.126, 0.099, 0.073, 0.067, 0.082, 0.037, 0.115, -0.008, 0.081, 0.027, 0.609, -0.635, -0.635, 0.604, 0.039, 0.017, 0.041, 0.040, 0.647, -0.675, -0.641, 0.544, 0.050, -0.009, 0.030, 0.070, 0.719, -0.705, -0.718, 0.657, -0.001, 0.024, 0.051, 0.082, 0.664, -0.673, -0.728, 0.655, 0.057, 0.003, 0.063, 0.015]
}